Entry 1:
Computed, not measured: 2 unconnected molecules or ions with the total composition C4H12OS2 in a non-equilibrium geometry, with ωB97M-V/def2-TZVPD.

The LUMO energy comes out at 0.0227 hartree. The value obtained for the orbital gap is 8.9149 eV.

Structure (ORCA input):
```
! wB97M-V def2-TZVPD RIJCOSX def2/J DEFGRID3
* xyz 0 1
S 1.08912 -1.35069 -0.79876
S 0.15199 0.06913 -2.00391
O -0.90171 1.30067 3.52362
C 1.66669 -0.31700 0.57152
C 3.20682 -0.48041 0.75860
C -2.55039 0.27122 -1.49793
C -1.51030 -0.59359 -2.19302
H 1.22027 -0.62512 1.50461
H -3.59808 -0.02386 -1.67156
H 1.49212 0.74503 0.41803
H 3.47459 -0.96027 1.70870
H -1.11465 1.06208 2.61058
H -1.74569 -0.62423 -3.25054
H -1.66396 1.83167 3.80486
H -1.61827 -1.60173 -1.81030
H -2.50847 1.26291 -1.97704
H 3.64516 0.50032 0.80456
H -2.46241 0.45983 -0.42694
H 3.72717 -0.92597 -0.07509
*
```

Löwdin population analysis, charges in e, atoms 1 to 2: 0.51 0.51

---

Entry 2:
Computed, not measured: 9 unconnected molecules or ions with the total composition C38H37F5N4 in a non-equilibrium geometry, with ωB97M-V/def2-TZVPD.

The LUMO energy comes out at 0.0151 hartree. The value obtained for the orbital gap is 9.6838 eV.

Structure (ORCA input):
```
! wB97M-V def2-TZVPD RIJCOSX def2/J DEFGRID3
* xyz 0 1
F -1.85812 3.81814 -32.77058
F -4.61823 4.68587 -26.00125
F 1.18480 -2.29717 -21.96298
F 0.95286 6.04607 -27.02112
F 3.30371 8.68497 -27.63525
N 3.31338 8.76461 -22.00427
N -0.06575 10.81154 -22.75544
N 0.11764 2.81027 -20.74593
N 5.44141 7.54701 -30.23410
C 0.39711 4.74873 -25.13552
C 3.34760 8.83613 -23.15058
C 2.39137 9.61872 -27.99781
C 0.35364 3.08790 -19.66213
C -4.86318 2.59131 -24.92198
C -0.32416 5.32828 -29.87100
C 0.64371 7.13116 -24.94940
C -2.70961 3.36490 -25.68211
C 0.66213 5.97708 -25.69448
C 1.08082 9.23480 -28.20315
C -2.13176 2.19036 -25.21756
C 0.64800 3.41456 -18.27402
C 0.14172 10.20520 -28.51529
C -4.28201 1.37805 -24.55601
C 0.91749 -0.13418 -22.82069
C -0.48514 4.82795 -31.15429
C -0.09479 5.85487 -23.07228
C 0.01957 4.67374 -23.80730
C 3.43686 8.94083 -24.59797
C -0.63615 11.79667 -22.86598
C -1.72702 4.37906 -31.55300
C 1.44890 -1.40271 -22.94246
C 1.85358 0.38635 -24.96981
C 0.55693 11.50813 -28.75240
C -2.65456 4.95790 -29.42144
C 1.88822 11.86045 -28.57281
C -2.91396 1.19041 -24.66008
C -1.42447 5.43497 -29.01912
C 1.08596 0.75541 -23.86875
C 3.67012 6.06071 -29.05002
C 2.15115 -1.81316 -24.05074
C -2.80598 4.41930 -30.70286
C 4.66366 6.91759 -29.67710
C 2.82321 10.90943 -28.19734
C -1.37270 13.05257 -22.97138
C 2.35734 -0.89589 -25.07643
C 0.24762 7.07767 -23.61143
C -4.06945 3.54081 -25.53372
H 2.95739 -1.21977 -25.91604
H -0.23926 3.72713 -23.35734
H 0.14801 8.00882 -23.07030
H -0.89535 9.92802 -28.64657
H 4.46488 9.22514 -24.83806
H 4.12357 5.39479 -28.31892
H 3.18335 5.47446 -29.83008
H 1.98865 1.08046 -25.79209
H 0.33216 0.14199 -21.95370
H 3.87590 11.15866 -28.21780
H -5.93216 2.74263 -24.84627
H -3.49758 4.98058 -28.74560
H -0.20447 3.95891 -17.86748
H -4.93594 0.63137 -24.12413
H -2.39936 12.87011 -22.65625
H 2.22507 12.85389 -28.83898
H -0.44127 5.77324 -22.04743
H -1.38914 13.36762 -24.01256
H 0.74532 1.77766 -23.78276
H 0.66518 5.56736 -29.50690
H 3.22301 8.00642 -25.10255
H 0.44843 3.88755 -25.79627
H 1.56540 3.98063 -18.15351
H -2.45615 0.27962 -24.29643
H -1.06585 2.06271 -25.35551
H 0.74158 2.49236 -17.69928
H 2.90086 6.62815 -28.53837
H -3.78757 4.05170 -30.97362
H 0.82923 8.19454 -28.03131
H -0.92119 13.80854 -22.33745
H 2.80961 9.75279 -24.96327
H 0.37258 4.76752 -31.81292
H -2.10874 4.08834 -26.21529
H -0.19626 12.23880 -29.01999
H 0.72027 8.11293 -25.40488
H 2.52071 -2.82493 -24.14076
H -1.28409 5.95122 -28.07772
*
```

Löwdin population analysis, charges in e, atoms 1 to 2: 0.06 0.05

---

Entry 3:
Computed, not measured: a molecular structure, C38H36CeF10N6O3PS in a non-equilibrium geometry, with ωB97M-V/def2-TZVPD.

The LUMO energy (spin up / spin down) comes out at 0.0533 / 0.0533 hartree. The value obtained for the orbital gap (spin up / spin down) is 6.9251 / 6.9266 eV.

Structure (ORCA input):
```
! wB97M-V def2-TZVPD RIJCOSX def2/J DEFGRID3
* xyz -1 1
Ce 1.16692 -3.46923 20.14905
S 3.52509 -7.63418 18.59134
P 1.43559 -2.92760 14.07095
F -1.83004 -9.02102 21.82835
F -3.86251 -7.52864 22.87005
F -0.49699 0.11236 16.68014
F -3.28160 -4.91581 23.64575
F 3.49194 2.54832 17.61136
F 4.32672 0.64256 19.07633
F -0.86738 -3.74755 22.85766
F 0.52262 -2.03808 18.05476
F 0.41116 -7.93525 21.15291
F 0.95233 2.43885 16.37026
O -0.45086 -4.52920 19.12092
O -1.95818 1.20936 21.38616
O 1.09087 -1.72604 21.56981
N 1.14716 -5.21779 21.75152
N -1.09963 -1.15864 21.00317
N -1.18992 -2.39693 20.44963
N 2.34927 -5.18468 18.89237
N 3.25186 -3.75943 21.62085
N 2.82068 -1.97784 19.30674
C -2.68868 -3.99356 19.40538
C 2.46093 -3.60011 15.44445
C 2.42927 -0.79446 18.69949
C -4.02986 -4.35423 19.24497
C -2.65191 -6.99824 22.68055
C -0.30146 2.82421 21.70494
C -0.66209 1.52111 21.69050
C 0.29620 0.49517 21.94032
C -0.60079 -4.30668 15.76356
C -0.41779 -7.12579 21.81646
C 0.73966 0.18730 17.23777
C -2.38233 -2.73023 20.00298
C -1.17346 -5.09110 22.63626
C 3.14784 0.41280 18.51283
C -1.69799 -4.86719 18.99311
C 1.53343 0.84752 22.47534
C 2.66967 1.50256 17.71815
C 0.93490 3.17129 22.10586
C 1.23551 -0.86228 17.93446
C 4.32126 -3.25525 20.73318
C 3.28840 -3.05829 22.86782
C 3.51776 -5.20035 21.81304
C 2.98694 -5.09289 15.42604
C -2.04314 -6.12072 18.47366
C 0.07474 -0.87307 21.51003
C 4.01577 -1.94276 20.12083
C 1.83389 2.20960 22.50774
C 2.81274 -6.24330 18.75314
C -0.08092 -5.79372 22.04834
C -1.63276 -7.74240 22.07684
C 1.50419 -4.31785 12.82170
C -3.34223 -6.49706 18.40909
C 2.29702 -5.83918 22.44043
C -2.39300 -5.67008 23.01178
C 0.39055 -4.24891 11.81519
C 1.46965 1.41177 17.07436
C -0.24156 -3.06802 14.93858
C -4.39659 -5.56610 18.75961
H -0.72632 -5.22014 15.14178
H 4.39263 -3.95363 19.97176
H 2.41702 -6.94855 22.47085
H 1.87595 -3.50176 16.38811
H -1.93021 0.21447 21.35290
H 3.16685 -1.99590 22.67837
H 1.31033 4.18331 22.03615
H 4.87976 -1.57405 19.63603
H -1.61780 -4.18367 16.24162
H -0.27444 -2.17093 15.58098
H 0.46886 -5.08242 11.07605
H 5.28939 -3.17951 21.28285
H 2.86919 2.54161 22.56751
H -1.03987 3.52693 21.40925
H 0.13901 -4.52352 16.54596
H 3.29496 -2.93038 15.57452
H 4.37712 -5.31099 22.53689
H -0.90021 -2.93439 14.09930
H -3.55982 -7.44832 18.00830
H 3.72834 -5.27424 14.58588
H 3.86205 -1.22481 20.94464
H 2.43204 -3.44539 23.39506
H -0.64353 -4.45685 12.17456
H 1.55457 -5.30383 13.25758
H -3.19774 -2.00898 20.06177
H 3.38238 -5.29658 16.40381
H -5.42240 -5.82975 18.54489
H 0.38222 -3.30830 11.23098
H -4.75660 -3.57414 19.29302
H 2.09506 -5.76931 15.26506
H 2.34874 0.18872 22.64637
H 3.69274 -5.72058 20.88113
H 4.26024 -3.26881 23.41860
H 2.37014 -5.61640 23.49787
H -1.25709 -6.75361 18.18403
H 2.42388 -4.23281 12.26528
*
```

Löwdin population analysis, charges in e, atoms 1 to 2: 1.27 0.58